# 1
ORCA calculation (ωB97M-V with the def2-TZVPD basis set) on a 6-piece molecular cluster, C54H114N6O6 overall at a distorted geometry.

Each line ends with the Mulliken charge.
CARTESIAN COORDINATES (ANGSTROEM)
1 O -7.2423 -2.7944 -2.0927  -0.46
2 O 2.3114 -2.7448 -5.2329  -0.52
3 O 8.0880 -1.6457 0.9929  -0.46
4 O -0.2407 3.6176 -0.3129  -0.61
5 O -5.0858 -1.7143 6.7031  -0.50
6 O -1.1400 4.4443 -3.1911  -0.50
7 N -7.2354 -1.6552 -1.2838  0.34
8 N -3.8146 -1.5169 6.4872  0.22
9 N 7.5461 -0.6705 1.8451  0.31
10 N 2.8673 -2.9895 -3.9837  0.73
11 N 0.1943 2.3374 0.0048  1.65
12 N -1.3575 3.7286 -4.3596  0.22
13 C -1.1782 -0.4291 5.8710  -0.82
14 C -4.0173 0.3360 4.6227  -1.67
15 C -0.6641 1.5934 0.9396  2.03
16 C -1.7131 1.4533 -3.3366  -1.88
17 C 6.1616 -0.2276 1.5577  1.89
18 C -2.0816 1.3845 0.2994  -2.34
19 C 5.1642 -3.9669 -4.7877  -1.57
20 C 4.5089 -3.2738 -1.6244  -0.56
21 C 9.4534 -0.9915 3.4175  -1.82
22 C -1.9872 -1.2271 4.8463  -0.05
23 C 2.4103 2.7099 -1.1204  -1.43
24 C 0.5855 2.1934 -4.2725  -1.19
25 C 1.2486 0.0753 1.5743  -1.21
26 C -6.0317 -0.0543 -2.9012  -1.29
27 C 3.8346 -4.1131 -3.9187  1.36
28 C -1.3264 4.6311 -5.5640  1.52
29 C -4.1793 -2.1051 4.0118  -1.81
30 C -1.2445 2.4846 -7.0713  -0.89
31 C -3.5542 -1.0852 5.0694  1.65
32 C -4.8367 -1.7987 -0.5250  -1.30
33 C -7.3575 -0.3451 -2.0006  1.58
34 C -3.7647 0.6172 7.7149  -1.80
35 C -6.4964 -0.5214 0.7856  -0.52
36 C 2.8856 -1.8095 -3.1632  2.41
37 C 5.8408 0.9460 2.4700  -0.56
38 C 3.6722 -0.6504 -3.7037  -1.70
39 C -0.9717 2.3117 -4.4018  1.82
40 C 7.8535 -0.9443 3.2724  1.30
41 C 4.1410 -4.4910 -2.4400  -1.68
42 C -1.8583 3.8877 -6.8100  -1.34
43 C 2.1682 0.8588 0.4620  0.28
44 C -6.4184 0.8128 -0.0164  0.10
45 C -6.6619 -3.0238 0.8361  -1.68
46 C 1.7369 2.3121 0.1817  2.27
47 C 6.1748 0.3582 0.0843  -1.47
48 C -3.2994 -1.5408 9.0256  -1.97
49 C 7.4777 0.3083 4.1245  -1.11
50 C 0.1742 5.1156 -5.8314  -1.58
51 C 7.2125 -2.2473 3.8613  -1.67
52 C -0.8260 2.2348 2.3368  -1.97
53 C -3.1806 -0.8090 7.6214  1.59
54 C -8.6623 -0.4218 -2.8082  -2.00
55 C 2.1951 3.1954 1.3739  -1.99
56 C 1.4627 -1.2974 -2.9982  -1.85
57 C -2.2308 5.8985 -5.3813  -1.90
58 C 3.2458 -5.3472 -4.4954  -2.08
59 C -7.3889 0.8968 -1.1154  -1.56
60 C 5.1100 -1.3942 1.6747  -0.79
61 C -6.3087 -1.7340 -0.0857  1.49
62 C -0.1975 0.1550 1.2261  -1.08
63 C 3.2722 -2.3037 -1.7437  -0.05
64 C -1.3871 1.6304 -5.7615  -1.03
65 C -1.6662 -0.7572 7.3213  -1.39
66 C 5.9767 0.7053 3.9872  -0.99
67 H 4.9407 -4.0133 -5.8535  0.35
68 H 6.3301 1.8983 2.2657  0.56
69 H -4.0888 0.5649 3.5594  0.20
70 H -1.2591 0.4633 -3.2935  0.38
71 H 3.1746 0.8624 0.8807  -0.88
72 H -1.5767 1.8105 3.0035  0.29
73 H -2.8007 1.3889 -3.3709  0.53
74 H -7.4611 -0.4873 1.2917  0.53
75 H 0.7099 5.5541 -4.9895  0.33
76 H -3.1828 -2.6232 8.9710  0.45
77 H -0.4121 -0.5394 0.4137  0.61
78 H 1.4253 -0.3728 -2.4222  -0.54
79 H -4.8469 0.6812 7.6012  0.34
80 H 7.2395 -3.0624 3.1380  0.30
81 H -4.3318 -0.8333 -0.4913  -0.14
82 H 1.4028 0.6192 2.5063  0.18
83 H 5.4640 -2.8933 -1.9864  0.29
84 H -1.6340 -2.2570 4.7952  0.66
85 H -5.1480 -2.4033 4.4128  0.54
86 H 1.6544 -0.9358 1.6063  0.71
87 H 9.7120 -1.2727 4.4383  0.41
88 H -5.1612 -2.6702 6.6561  0.37
89 H -3.1462 5.6558 -4.8416  0.44
90 H 7.7928 -2.4944 4.7503  0.47
91 H 2.9567 -5.1597 -5.5295  0.42
92 H -1.8210 6.6339 -4.6890  0.38
93 H -1.5200 0.1512 7.9058  0.54
94 H -1.3450 0.6387 5.7291  0.13
95 H 0.7778 -2.1068 -2.7458  0.50
96 H -2.2896 6.3632 -6.3656  0.41
97 H -1.0992 -1.5722 7.7714  0.37
98 H -0.6831 0.8030 -5.8510  0.27
99 H 7.9236 1.2923 3.9802  0.35
100 H 5.9796 -4.6443 -4.5341  0.40
101 H -3.7017 0.8223 8.7835  0.60
102 H -0.7764 -0.2767 2.0426  -0.23
103 H 8.9111 -1.2530 0.6930  0.35
104 H -4.2492 -2.4645 0.1071  0.44
105 H 3.5050 -1.4571 -1.0978  -0.85
106 H -6.0224 -3.1208 1.7135  0.18
107 H -3.2484 1.4117 7.1760  0.27
108 H 0.8167 4.3567 -6.2779  0.34
109 H -8.3767 1.0885 -0.6963  0.37
110 H -9.5841 -0.7458 -2.3250  0.45
111 H 5.3161 0.0109 4.5063  0.37
112 H -8.5579 -1.0566 -3.6881  0.38
113 H 6.1523 -2.1882 4.1074  0.31
114 H -5.9499 -0.8891 -3.5972  0.44
115 H 5.8009 1.6297 4.5375  0.46
116 H 1.3787 -2.9218 -5.0897  0.34
117 H 3.3288 -4.9942 -1.9153  0.39
118 H -7.1979 1.7908 -1.7090  0.51
119 H -3.4603 1.1797 5.0301  0.34
120 H 3.4825 2.8432 -0.9766  0.46
121 H 2.4387 -2.8016 -1.2482  0.66
122 H -7.7297 -3.0116 1.0542  0.44
123 H -4.0833 -1.7516 2.9852  0.18
124 H 3.7219 0.2212 -3.0511  0.13
125 H -5.4014 0.9884 -0.3671  -0.36
126 H -1.7812 -0.7060 3.9113  -0.76
127 H 4.7414 -0.7668 -3.8808  0.34
128 H 4.2501 -1.1071 1.0694  -0.25
129 H 9.9516 -1.7070 2.7632  0.41
130 H 0.0925 5.9383 -6.5417  0.45
131 H 9.8901 -0.0677 3.0379  0.41
132 H 6.1425 -0.3674 -0.7285  0.21
133 H -5.7298 -0.5390 1.5602  -0.44
134 H 7.0192 1.0453 0.0293  0.57
135 H 1.0481 2.1764 -5.2594  0.30
136 H 1.5267 4.0515 1.4658  0.34
137 H -4.6945 -2.1577 -1.5443  0.36
138 H 0.7290 1.2509 -3.7440  -0.08
139 H 2.2546 1.9543 -1.8904  -0.33
140 H -1.6654 1.9756 -7.9384  0.47
141 H -2.2661 1.0173 -0.7102  0.24
142 H 5.4662 -2.3519 1.2949  0.33
143 H -1.0499 3.2721 2.0876  0.48
144 H -2.5894 -1.1158 9.7350  0.42
145 H 4.7957 1.2286 2.3434  -0.42
146 H 7.5600 -0.0582 5.1478  0.46
147 H 5.2297 0.8719 -0.0919  -0.03
148 H -5.1244 -0.0266 -2.2979  -0.06
149 H -2.4477 1.3790 -5.7505  0.45
150 H 5.7553 -3.0805 -4.5572  0.35
151 H 3.7292 -6.2726 -4.1821  0.37
152 H -8.0387 -3.2610 -1.8288  0.36
153 H -5.0202 0.6160 4.9448  0.38
154 H -6.7045 1.6913 0.5620  0.57
155 H -6.4175 -3.9216 0.2684  0.48
156 H -1.7787 4.4813 -7.7208  0.50
157 H 1.1188 2.9363 -3.6795  0.16
158 H -0.1843 4.5189 -3.2429  0.32
159 H -0.1066 -0.4675 5.6752  0.69
160 H 2.2368 -5.6241 -4.1899  0.45
161 H 3.3290 -0.4114 -4.7103  0.41
162 H -4.3057 -1.5249 9.4442  0.41
163 H -2.6367 2.3217 0.3420  0.63
164 H -3.6696 -3.0593 4.1451  0.47
165 H 1.9644 3.6270 -1.5055  0.54
166 H 1.1138 -0.9862 -3.9829  0.77
167 H -0.2341 2.5994 -7.4637  0.34
168 H -2.7337 0.7873 0.9367  0.36
169 H 2.1975 2.6703 2.3291  0.32
170 H 4.7019 -1.5265 2.6767  0.13
171 H 4.6355 -3.6139 -0.5966  0.32
172 H -9.0612 0.5017 -3.2281  0.41
173 H -6.1484 0.8340 -3.5221  0.47
174 H 4.9747 -5.1840 -2.3268  0.63
175 H 3.2354 3.5206 1.3692  0.45
176 H -2.9160 3.6665 -6.6669  0.38
177 H -1.4637 1.9675 -2.4084  0.05
178 H 2.1261 0.2689 -0.4536  -0.50
179 H -0.6304 3.5316 -1.1860  0.39
180 H 0.0255 2.1603 3.0133  0.26

Output
Structure (SMILES): CC1(C)CCCC(C)(C)N1O.CC1(C)CCCC(C)(C)N1O.CC1(C)CCCC(C)(C)N1O.CC1(C)CCCC(C)(C)N1O.CC1(C)CCCC(C)(C)N1O.CC1(C)CCCC(C)(C)N1O
2S+1: 1
Total energy (eV): -79060.286
Molecular weight (g/mol): 943.5
Energy above the lowest of the compared OMol25 structures with the same formula, charge and spin (kcal/mol): 160.03
Orbital gap (eV): 8.626
E_HOMO (eV): -8.0837

***

# 2
ORCA calculation (ωB97M-V with the def2-TZVPD basis set) on a single C4H4ClF3 molecule at a distorted geometry.

Each line ends with the Mulliken charge.
CARTESIAN COORDINATES (ANGSTROEM)
1 Cl 0.4257 -2.2919 -0.8414  -0.14
2 F -2.0703 -1.9491 -0.7595  -0.23
3 F -1.7945 0.8731 -0.3398  -0.28
4 F -1.0316 -1.6102 1.0906  -0.22
5 C -0.9357 -1.4053 -0.2312  0.72
6 C 0.4297 0.8594 0.5888  -0.17
7 C -0.7633 0.0890 -0.5864  -0.26
8 C 1.7104 1.2355 0.4324  -0.71
9 H -0.3056 0.0000 -1.5872  0.40
10 H 2.1309 1.7182 1.2365  0.27
11 H 2.3556 1.3482 -0.4168  0.27
12 H -0.1513 1.1332 1.4139  0.34

Output
Structure (SMILES): C=C[C@H](F)C(F)(F)Cl
2S+1: 1
Total energy (eV): -24885.472
Molecular weight (g/mol): 144.5
Energy above the lowest of the compared OMol25 structures with the same formula, charge and spin (kcal/mol): 40.78
Orbital gap (eV): 11.286
E_HOMO (eV): -10.4542

***

# 3
ORCA calculation (ωB97M-V with the def2-TZVPD basis set) on C32H31F6KN10O2S as an isolated structure.

Each line ends with the Mulliken charge.
CARTESIAN COORDINATES (ANGSTROEM)
1 K 1.5027 -0.9432 0.1938  1.16
2 S -1.2309 -2.5432 0.5951  -0.49
3 F 5.1318 -1.8798 3.8639  -0.28
4 F 3.7170 -4.3843 0.8154  -0.25
5 F 4.6217 -5.0205 2.6732  -0.32
6 F 5.4391 -3.3390 1.5865  -0.28
7 F 4.1683 -3.5197 4.8939  -0.32
8 F 3.1371 -1.6382 4.6598  -0.28
9 O 0.4240 1.0832 -1.8592  0.15
10 O 3.0773 -1.8834 1.8933  -0.71
11 N 0.2956 -1.8364 -1.9468  0.65
12 N 1.3838 1.6602 1.2718  -0.20
13 N -4.3406 1.2053 -2.2343  0.00
14 N 0.2748 -3.1897 -1.6344  -1.04
15 N 4.5082 0.5070 -3.0461  0.23
16 N -4.2273 0.2592 -0.2158  -0.64
17 N -1.8379 1.7866 0.5072  -0.43
18 N 3.7343 0.1607 -1.0123  -0.19
19 N -0.3995 -4.8977 -0.3343  -0.57
20 N 0.4238 2.9870 2.7792  -0.05
21 C 1.2929 -0.3174 -5.0967  -0.33
22 C -0.3901 -3.5122 -0.5522  0.27
23 C -2.4131 1.8770 -0.8334  0.16
24 C 0.7324 0.9716 -3.0775  -0.17
25 C 0.9132 2.1325 -3.9092  -0.59
26 C 3.4366 2.2211 4.8111  -0.37
27 C 0.9405 -0.2990 -3.7493  1.22
28 C 3.4320 1.1434 2.6292  -0.26
29 C 2.0174 -3.7344 3.0065  -1.79
30 C 4.8785 -0.7700 -2.6949  -0.54
31 C -6.4149 0.0168 -3.0812  -1.04
32 C 4.3938 -0.9697 -1.4331  -0.31
33 C 0.3537 2.4056 1.5337  -0.23
34 C 4.2763 -3.9175 1.9481  0.55
35 C 3.2996 -2.9380 2.6658  0.90
36 C 0.7630 -1.6074 -3.1112  -1.07
37 C 3.9431 -2.5026 4.0159  0.54
38 C -3.6683 1.0979 -1.0371  0.19
39 C -5.3294 -0.2346 -0.9017  0.39
40 C 3.8115 1.0104 -2.0001  -0.50
41 C 1.2452 2.0626 -5.2462  -0.44
42 C -5.4119 0.3422 -2.1782  0.61
43 C 2.1890 1.7309 2.3995  0.33
44 C -0.7057 2.7275 0.5341  0.16
45 C 4.0407 1.4028 3.8433  -0.66
46 C 4.6522 1.1234 -4.3452  -0.98
47 C -7.3493 -0.9196 -2.6684  -0.33
48 C 1.4442 0.8287 -5.8701  -0.91
49 C 2.2038 2.8122 4.5948  -1.14
50 C 1.5988 2.5513 3.3701  0.28
51 C -6.2715 -1.1795 -0.5082  -0.60
52 C -7.2769 -1.5101 -1.4007  -0.45
53 H -1.1053 3.7251 0.7562  0.33
54 H 4.9894 0.9329 4.0674  0.41
55 H -0.1867 2.7546 -0.4287  -0.09
56 H 5.6856 1.0480 -4.6872  0.35
57 H 1.7351 3.4389 5.3442  0.35
58 H 1.3552 2.9818 -5.8164  0.35
59 H -0.3100 3.5276 3.1993  0.21
60 H 0.7649 3.0938 -3.4257  0.30
61 H 0.3992 -5.3486 -0.7595  0.25
62 H 3.8641 0.4679 1.9020  0.42
63 H -1.6614 1.5587 -1.5714  -0.24
64 H -8.1442 -1.2092 -3.3447  0.35
65 H -1.5175 0.8313 0.6428  0.30
66 H 1.0343 -2.4745 -3.7289  0.08
67 H 1.3553 -3.0733 3.5634  0.43
68 H -8.0156 -2.2525 -1.1243  0.35
69 H -2.6392 2.9311 -1.0378  0.31
70 H 3.9794 0.6608 -5.0685  0.32
71 H -0.5257 -5.1150 0.6424  0.26
72 H 3.3434 1.9817 -2.0332  0.47
73 H 1.7021 0.7624 -6.9206  0.34
74 H 4.3795 2.1740 -4.2645  0.35
75 H 1.5210 -3.9702 2.0663  0.24
76 H 4.4442 -1.8505 -0.8117  0.14
77 H -4.0153 1.7146 -3.0363  0.21
78 H -6.4646 0.4616 -4.0674  0.35
79 H 2.1953 -4.6483 3.5786  0.38
80 H 3.9416 2.3814 5.7565  0.34
81 H -6.1810 -1.6469 0.4625  0.43
82 H 1.4367 -1.2910 -5.5604  0.26
83 H 5.4101 -1.4113 -3.3768  0.43

Output
2S+1: 1
Total energy (eV): -96153.425
Molecular weight (g/mol): 772.8
Energy above the lowest of the compared OMol25 structures with the same formula, charge and spin (kcal/mol): 40.54
Orbital gap (eV): 5.395
Total charge: -2
E_HOMO (eV): -1.3080

***

# 4
ORCA calculation (ωB97M-V with the def2-TZVPD basis set) on a single C2H6P2 molecule at a distorted geometry.

Each line ends with the Mulliken charge.
CARTESIAN COORDINATES (ANGSTROEM)
1 P -2.5431 -0.4112 -0.0821  -0.01
2 P 1.8636 -0.7142 0.3522  -0.14
3 C -0.5704 0.7388 -0.0970  -0.43
4 C 0.8113 0.6884 -0.0544  -0.16
5 H 1.6694 -1.1033 -1.0861  0.06
6 H 3.1445 -0.2643 0.1686  0.03
7 H 1.3504 1.6428 0.0859  0.28
8 H -2.3022 -1.7994 -0.1795  0.06
9 H -2.4721 -0.4962 1.4508  0.08
10 H -0.9515 1.7186 -0.5584  0.24

Output
Structure (SMILES): P/C=C\P
2S+1: 1
Total energy (eV): -20744.670
Molecular weight (g/mol): 92.0
Energy above the lowest of the compared OMol25 structures with the same formula, charge and spin (kcal/mol): 55.89
Orbital gap (eV): 9.275
E_HOMO (eV): -8.7775

***

# 5
ORCA calculation (ωB97M-V with the def2-TZVPD basis set) on a single C4H3NO2 molecule at a distorted geometry.

Each line ends with the Mulliken charge.
CARTESIAN COORDINATES (ANGSTROEM)
1 O -2.5808 1.2802 -0.0669  -0.48
2 O 0.8955 -1.1955 -0.0216  -0.49
3 N 3.2915 1.0281 0.0094  -0.36
4 C 2.1708 0.8060 -0.0133  0.10
5 C -1.6767 0.4807 0.0830  0.03
6 C -0.2730 0.9640 -0.0458  -0.46
7 C 0.8041 0.1408 0.0419  0.58
8 H -1.6775 -0.6419 0.2831  0.27
9 H 1.5794 -1.6749 0.4655  0.37
10 H -0.2448 1.9654 -0.1364  0.45

Output
Structure (SMILES): N#C/C(O)=C/C=O
2S+1: 1
Total energy (eV): -9779.401
Molecular weight (g/mol): 97.1
Energy above the lowest of the compared OMol25 structures with the same formula, charge and spin (kcal/mol): 52.70
Orbital gap (eV): 9.751
E_HOMO (eV): -10.3897

***

Which formula does entry 5 have? C4H3NO2

***

Which of these has the lowest energy above the lowest of the compared OMol25 structures with the same formula, charge and spin? C32H31F6KN10O2S

***

The highest E_HOMO belongs to which entry? C32H31F6KN10O2S